Entry 1:
{"formula": "C4H8ClNS2", "method": "ωB97M-V with the def2-TZVPD basis set", "elements": ["C", "C", "C", "C", "H", "H", "H", "H", "H", "H", "H", "H", "N", "S", "S", "Cl"], "xyz": [[-0.447, -0.242, -1.836], [-0.270, 0.171, -0.348], [1.907, 0.089, 1.531], [0.776, 0.524, 2.429], [-2.480, -1.012, -1.815], [-2.053, -0.520, -3.149], [0.083, 0.469, -2.576], [0.066, -1.199, -1.942], [-0.994, -0.411, 0.313], [-0.380, 1.281, -0.361], [1.098, 0.886, 3.402], [0.260, 1.329, 1.794], [-1.943, -0.276, -2.154], [1.468, -0.106, -0.129], [3.313, -0.237, 2.159], [-0.402, -0.746, 2.682]], "atomic_forces_ev_per_a": [[-1.2, 0.1, -0.5], [-1.0, 1.0, -1.0], [-2.1, -0.1, 0.3], [-0.7, 2.0, -1.6], [-0.4, -1.7, 1.9], [0.4, 0.8, 0.2], [-1.1, -0.9, 1.3], [-0.2, -0.3, -0.3], [1.2, 1.0, -0.9], [-0.6, -0.9, 0.6], [0.1, 0.0, -0.3], [0.4, -0.8, 1.5], [2.2, 1.5, -2.2], [1.4, -0.7, 0.0], [2.1, -0.3, 0.3], [-0.4, -0.7, 0.5]], "lowdin_charge": [-0.345, -0.524, -1.277, -0.700, 0.024, 0.067, 0.133, 0.071, 0.064, 0.090, 0.063, 0.083, -0.009, 0.924, 0.717, 0.619], "charge": 0, "homo_lumo_gap_ev": 8.5, "mol_weight_g_mol": 169.70, "e_above_lowest_kcal_mol": 17.3}


Entry 2:
{"formula": "C5H11NO", "method": "ωB97M-V with the def2-TZVPD basis set", "elements": ["C", "O", "C", "C", "C", "C", "N", "H", "H", "H", "H", "H", "H", "H", "H", "H", "H", "H"], "xyz": [[-0.496, -1.724, 0.757], [-0.932, -2.492, -0.518], [-1.380, -0.572, 0.638], [-1.060, 0.525, -0.447], [-0.022, 1.508, -0.066], [1.194, 1.527, -0.691], [2.457, 2.012, -0.430], [0.546, -1.406, 0.656], [-0.827, -2.300, 1.695], [-0.307, -3.363, -0.411], [-2.247, -1.171, 0.352], [-1.405, -0.073, 1.628], [-1.989, 1.053, -0.596], [-0.683, -0.051, -1.412], [-0.133, 1.866, 0.969], [1.281, 0.885, -1.532], [2.796, 1.804, 0.497], [3.207, 1.972, -1.089]], "atomic_forces_ev_per_a": [[-0.4, -1.5, -1.5], [4.0, -3.0, 2.8], [-0.3, 1.8, 0.2], [0.6, -2.3, -1.4], [2.7, -0.3, 1.1], [-1.2, -1.2, -0.2], [0.2, 1.0, 2.1], [0.1, -0.7, 0.4], [1.1, 0.5, -1.4], [-2.5, 3.0, -0.9], [-1.0, 1.2, 0.4], [-0.7, -0.2, -0.4], [-0.5, 0.0, -0.5], [-1.2, 1.3, 1.7], [0.1, 0.6, -0.5], [-0.7, -0.3, -1.3], [0.0, 0.4, 0.1], [-0.3, -0.3, -0.6]], "lowdin_charge": [-0.239, -0.176, -0.244, -0.217, -0.135, -0.228, 0.031, 0.110, 0.138, 0.144, 0.110, 0.119, 0.092, 0.145, 0.103, 0.090, 0.082, 0.074], "charge": 0, "homo_lumo_gap_ev": 9.0, "mol_weight_g_mol": 101.15, "e_above_lowest_kcal_mol": 73.1}


Entry 3:
{"formula": "C3H6N3O3", "method": "ωB97M-V with the def2-TZVPD basis set", "elements": ["C", "C", "C", "N", "N", "N", "O", "O", "O", "H", "H", "H", "H", "H", "H"], "xyz": [[-1.062, 1.655, -0.148], [-2.410, -0.540, -0.024], [1.266, -1.143, -0.543], [-1.368, 0.581, 0.164], [1.004, -0.541, 0.718], [1.710, 0.692, 0.840], [-3.370, -0.356, 0.681], [-0.563, 2.704, -0.359], [-2.026, -1.351, -0.834], [2.270, -1.560, -0.645], [0.526, -1.854, -0.811], [1.138, -0.395, -1.436], [0.007, -0.286, 0.740], [1.622, 1.283, -0.013], [1.257, 1.112, 1.670]], "atomic_forces_ev_per_a": [[1.2, 1.8, -0.2], [0.0, 0.4, -0.1], [0.4, 1.5, -2.1], [-1.2, -1.6, 0.6], [-0.4, -0.3, 0.3], [0.3, 0.4, 0.7], [-1.1, -0.1, 0.6], [-0.1, 1.2, -0.5], [0.2, -0.9, -0.7], [0.0, 0.0, 0.2], [-0.7, -0.9, 0.3], [0.4, -0.6, 1.2], [0.8, -0.7, -0.1], [-0.5, -0.3, 0.8], [0.7, 0.3, -1.0]], "lowdin_charge": [-0.401, -0.763, -0.186, 0.171, -0.215, -0.048, 0.011, 0.061, 0.007, 0.058, 0.043, 0.096, 0.037, 0.056, 0.074], "charge": -1, "homo_lumo_gap_ev": 8.5, "mol_weight_g_mol": 132.10, "e_above_lowest_kcal_mol": 0.0}